1.
Here is 2 unconnected molecules or ions with the total composition C5H11O3 at a distorted geometry from the OMol25 dataset. Energies are from ωB97M-V with the def2-TZVPD basis set.

Computed properties:
net charge: -1
energy relative to the best compared isomer or geometry (same formula, charge and spin): 22.3 kcal per mole
orbital gap: 8.22 eV
multiplicity: 1
HOMO level: -4.41 eV
energy: -422.87808 Eh

Geometry (Å):
C: -2.417 0.585 -0.868
C: -2.482 0.005 0.576
O: -1.853 -1.070 0.768
O: -3.216 0.597 1.390
H: -2.202 -0.280 -1.497
H: -1.764 1.455 -0.930
H: -3.412 0.951 -1.144
C: 1.628 -0.588 0.336
C: 1.886 -0.361 -1.192
C: 1.424 0.718 1.169
O: 0.657 -1.581 0.497
H: 2.525 -1.021 0.779
H: 2.945 -0.290 -1.443
H: 2.027 0.561 2.058
H: 1.399 1.596 0.520
H: 0.371 0.724 1.481
H: -0.249 -1.242 0.708
H: 1.307 0.486 -1.569
H: 1.426 -1.244 -1.639

=====

2.
Here is a molecular structure, C15H29BrCl2FI2N3O5PS at a distorted geometry from the OMol25 dataset. Energies are from ωB97M-V with the def2-TZVPD basis set.

Computed properties:
net charge: -1
orbital gap: 3.05 eV
multiplicity: 1
HOMO level: -3.13 eV
energy: -6058.60630 Eh

Geometry (Å):
C: 1.143 1.197 -0.328
C: -0.133 0.814 0.418
I: -1.611 2.333 -0.030
C: -0.666 -0.553 -0.117
I: -1.413 -1.859 1.405
C: 0.274 -1.187 -1.102
C: 1.495 -1.821 -0.729
P: 2.337 -2.051 0.916
O: 1.719 -0.994 1.975
Cl: 1.601 -3.888 1.507
C: 2.259 -2.382 -1.719
C: 1.819 -2.293 -3.053
C: 2.662 -2.888 -4.149
C: 4.046 -2.177 -4.197
C: 4.361 -1.604 -5.566
F: 3.543 -0.506 -5.779
N: 0.704 -1.709 -3.377
N: -0.012 -1.160 -2.402
C: -1.220 -0.477 -2.910
C: -2.459 -1.388 -2.813
N: -3.705 -0.613 -2.734
H: 1.984 0.551 -0.056
H: 1.438 2.211 -0.059
H: 0.967 1.209 -1.484
H: -0.048 0.846 1.499
H: -1.587 -0.295 -0.619
H: 2.452 -0.421 2.238
H: 3.198 -2.860 -1.464
H: 2.825 -3.928 -3.857
H: 2.150 -2.830 -5.106
H: 4.852 -2.846 -3.890
H: 4.027 -1.338 -3.497
H: 5.379 -1.207 -5.557
H: 4.232 -2.334 -6.367
H: -1.006 -0.146 -3.922
H: -1.378 0.435 -2.339
H: -2.344 -1.969 -1.901
H: -2.512 -2.067 -3.662
H: -4.011 -0.532 -1.774
H: -3.552 0.312 -3.114
O: -2.250 3.206 3.386
S: -1.873 2.641 4.661
O: -2.755 1.843 5.435
O: -1.289 3.809 5.573
C: -2.127 4.950 5.810
C: -3.234 4.649 6.803
C: -0.365 1.751 4.469
H: -2.528 5.324 4.864
H: -1.471 5.723 6.211
H: -3.941 3.926 6.401
H: -3.779 5.566 7.044
H: -2.825 4.218 7.716
H: 0.344 2.362 3.912
H: -0.601 0.841 3.920
H: 0.012 1.506 5.460
Br: 1.360 1.863 -3.261
O: -1.541 -4.062 -2.382
H: -1.713 -4.925 -1.991
H: -0.628 -3.875 -2.138
Cl: -2.606 1.100 7.821

=====

3.
Here is C6H8ClNOS in the gas phase at a distorted geometry from the OMol25 dataset. Energies are from ωB97M-V with the def2-TZVPD basis set.

Computed properties:
energy relative to the best compared isomer or geometry (same formula, charge and spin): 80.0 kcal per mole
orbital gap: 8.44 eV
multiplicity: 1
HOMO level: -8.23 eV
energy: -1221.66705 Eh

Geometry (Å):
C: -2.271 0.346 -0.148
C: -2.161 1.626 -0.777
C: -1.278 -0.533 -0.086
C: -0.928 2.180 -1.107
C: 1.028 -0.567 -0.784
C: 2.350 -1.678 1.366
N: -0.205 -0.530 -1.053
O: 0.725 0.343 1.789
S: 1.781 0.036 0.825
Cl: 2.102 -0.978 -1.982
H: -3.142 0.107 0.502
H: -2.989 2.195 -1.072
H: -1.334 -1.426 0.378
H: -1.007 3.178 -1.457
H: -0.045 1.650 -0.862
H: 2.297 -2.383 0.484
H: 1.675 -1.928 2.154
H: 3.402 -1.638 1.830

=====

4.
Here is C4H2N2S in the gas phase at a distorted geometry from the OMol25 dataset. Energies are from ωB97M-V with the def2-TZVPD basis set.

Computed properties:
energy relative to the best compared isomer or geometry (same formula, charge and spin): 33.2 kcal per mole
SMILES: N#C/C=C\SC#N
orbital gap: 9.70 eV
multiplicity: 1
HOMO level: -10.07 eV
energy: -661.24500 Eh

Geometry (Å):
N: -0.477 -2.255 0.744
C: 0.216 -1.447 0.328
C: 1.003 -0.411 -0.216
C: 0.809 0.904 -0.165
S: -0.447 1.870 0.564
C: -1.664 0.689 0.410
N: -2.513 -0.011 0.075
H: 1.677 -0.733 -0.948
H: 1.395 1.394 -0.793

=====

5.
Here is C4H6ClN in the gas phase at a distorted geometry from the OMol25 dataset. Energies are from ωB97M-V with the def2-TZVPD basis set.

Computed properties:
energy relative to the best compared isomer or geometry (same formula, charge and spin): 61.5 kcal per mole
SMILES: C#C[C@H](N)CCl
orbital gap: 10.21 eV
multiplicity: 1
HOMO level: -9.46 eV
energy: -670.85056 Eh

Geometry (Å):
C: -1.870 -1.495 -0.435
C: -0.948 -0.671 -0.279
C: -0.136 0.390 0.229
N: 0.190 1.224 -0.924
C: 1.210 -0.217 0.758
Cl: 2.064 -0.977 -0.641
H: -2.659 -2.228 -0.432
H: -0.712 1.063 0.983
H: -0.514 1.429 -1.643
H: 0.489 2.129 -0.494
H: 0.914 -1.099 1.504
H: 1.972 0.452 1.374

=====

6.
Here is 2 unconnected molecules or ions with the total composition C4H10NO2S at a distorted geometry from the OMol25 dataset. Energies are from ωB97M-V with the def2-TZVPD basis set.

Computed properties:
net charge: +1
energy relative to the best compared isomer or geometry (same formula, charge and spin): 116.8 kcal per mole
orbital gap (alpha / beta): 7.76 / 7.76 eV
multiplicity: 1
HOMO level (alpha / beta): -13.51 / -13.51 eV
energy: -761.40728 Eh

Geometry (Å):
C: 0.226 -0.076 0.058
C: 0.916 -2.357 -0.352
C: 0.522 -1.065 -0.777
C: 0.466 2.093 0.139
N: 0.342 2.435 1.430
O: -1.898 -0.191 -1.474
O: -2.487 -0.531 0.901
S: -1.839 0.350 0.072
H: 1.183 -2.358 0.777
H: 0.169 -3.047 -0.588
H: 1.822 -2.789 -0.891
H: 0.567 -0.017 1.068
H: 0.380 -0.734 -1.815
H: 1.505 2.235 -0.352
H: -0.322 2.370 -0.584
H: 0.987 2.079 2.156
H: -1.946 -1.139 -1.560
H: -0.593 2.741 1.791

=====

7.
Here is a molecular structure, C27H31N9O3ReS from the OMol25 dataset. Energies are from ωB97M-V with the def2-TZVPD basis set.

Computed properties:
net charge: +2
energy relative to the best compared isomer or geometry (same formula, charge and spin): 2.8 kcal per mole
orbital gap (alpha / beta): 5.82 / 6.34 eV
multiplicity: 2
HOMO level (alpha / beta): -13.91 / -13.99 eV
energy: -2241.89804 Eh
expectation value of S²: 0.821

Geometry (Å):
Re: -1.071 0.282 0.082
N: -1.081 1.912 4.105
C: -1.475 1.629 2.883
N: -1.105 0.549 2.225
C: -0.233 -0.354 2.842
N: 0.094 -1.446 2.224
N: -0.592 -1.486 1.019
C: -1.101 -2.597 0.626
C: -2.179 -2.461 -0.334
C: -2.834 -3.529 -0.919
C: -3.971 -3.278 -1.672
C: -4.406 -1.970 -1.806
C: -3.681 -0.945 -1.224
N: -2.581 -1.171 -0.494
C: 0.271 -0.055 4.168
C: 1.184 -0.885 4.830
C: 1.632 -0.537 6.083
C: 1.179 0.638 6.696
C: 0.276 1.463 6.064
C: -0.172 1.104 4.798
H: -1.372 2.786 4.522
H: -2.136 2.335 2.397
H: -0.862 -3.525 1.133
H: -2.466 -4.535 -0.767
H: -4.518 -4.092 -2.128
H: -5.304 -1.733 -2.359
H: -3.987 0.086 -1.321
H: 1.523 -1.789 4.344
H: 2.334 -1.175 6.601
H: 1.543 0.905 7.678
H: -0.073 2.374 6.533
C: -2.166 1.874 -4.778
C: -0.977 1.526 -3.891
S: -1.183 -0.123 -3.194
O: -0.422 -0.061 -1.831
C: -0.086 -1.129 -4.188
C: 1.380 -0.732 -4.141
H: -2.007 2.855 -5.222
H: -3.095 1.907 -4.208
H: -2.288 1.161 -5.593
H: -0.903 2.172 -3.015
H: -0.032 1.559 -4.429
H: -0.528 -1.087 -5.188
H: -0.241 -2.139 -3.802
H: 1.599 0.134 -4.763
H: 1.973 -1.565 -4.518
H: 1.694 -0.535 -3.117
N: 0.423 1.457 0.408
C: 1.040 2.401 0.762
C: 1.631 3.445 1.360
C: 2.376 4.414 0.623
N: 2.978 5.171 0.003
C: 1.377 3.546 2.766
N: 1.071 3.528 3.875
C: 2.000 -3.193 -0.920
C: 2.661 -2.153 -0.038
O: 2.363 -0.860 -0.559
C: 3.451 0.063 -0.492
C: 3.322 1.086 -1.604
H: 2.052 -4.181 -0.461
H: 2.489 -3.244 -1.893
H: 0.951 -2.937 -1.090
H: 3.742 -2.313 -0.021
H: 2.305 -2.225 0.995
H: 4.390 -0.484 -0.608
H: 3.477 0.536 0.498
H: 3.736 0.706 -2.537
H: 3.857 2.001 -1.358
H: 2.273 1.333 -1.778
O: -4.031 3.329 -0.243
C: -3.189 2.536 -0.281
N: -2.298 1.719 -0.361

=====

8.
Here is 2 unconnected molecules or ions with the total composition C3H4N2O3 at a distorted geometry from the OMol25 dataset. Energies are from ωB97M-V with the def2-TZVPD basis set.

Computed properties:
energy relative to the best compared isomer or geometry (same formula, charge and spin): 155.8 kcal per mole
orbital gap (alpha / beta): 8.84 / 8.10 eV
multiplicity: 1
HOMO level (alpha / beta): -10.37 / -9.73 eV
energy: -451.73142 Eh

Geometry (Å):
C: 0.322 1.720 0.221
C: -0.956 -0.327 -0.476
C: -0.111 0.390 0.589
N: 0.586 2.778 -0.141
N: 1.988 -0.803 0.012
O: 2.998 -0.444 0.537
O: 1.644 -1.565 -0.825
O: -2.052 -0.941 0.146
H: -0.265 -1.136 -0.812
H: -1.263 0.316 -1.252
H: -0.427 0.198 1.584
H: -2.462 -0.186 0.417